Formula: C3H14NO3
Source: OMol25
Level of theory: wB97M-V/def2-TZVPD

For the energy above the lowest of the compared OMol25 structures with the same formula, charge and spin, the calculation gives 23.2 kcal per mole. The calculation puts the total energy at -10964.0023 eV. The calculation puts the LUMO energy at -0.1061 Ha. The charge is +1. For the gap between HOMO and LUMO, the calculation gives 11.5 eV.

Last column: Löwdin charge in e.
Cartesian coordinates (Å):
O (-0.73792, 2.33682, 0.30203)  -0.08
C (-1.22097, 1.00741, -0.08972)  -0.21
C (-0.23413, 0.38199, -1.05549)  -0.11
N (0.80600, -0.32765, -0.27024)  -0.01
C (1.59549, -1.42694, -0.95738)  0.03
H (-1.51420, 2.78408, 0.65319)  0.10
H (-1.28363, 0.49281, 0.85630)  0.10
H (-2.22766, 1.16707, -0.46880)  0.13
H (0.26858, 1.12989, -1.66638)  0.15
H (-0.79532, -0.18123, -1.79835)  0.13
H (0.42470, -0.69332, 0.59691)  0.13
H (1.55102, 0.32996, -0.05424)  0.14
H (1.95033, -2.07278, -0.16318)  0.10
H (2.48559, -0.94166, -1.34987)  0.10
H (1.08319, -2.00246, -1.71495)  0.10
H (0.67880, 1.82365, 1.81316)  0.03
H (1.85108, 1.14459, 2.62317)  0.07
O (1.25274, 1.06367, 1.87758)  -0.03
H (-2.09103, -1.95720, -0.46291)  0.07
H (-2.00699, -2.43300, 0.91845)  0.08
O (-1.83568, -1.62572, 0.41074)  -0.04

***

Formula: C3H14NO3
Source: OMol25
Level of theory: wB97M-V/def2-TZVPD

For the energy above the lowest of the compared OMol25 structures with the same formula, charge and spin, the calculation gives 40.3 kcal per mole. The calculation puts the total energy at -10963.2579 eV. The calculation puts the LUMO energy at -0.1683 Ha. The charge is +1. For the gap between HOMO and LUMO, the calculation gives 9.3 eV.

Last column: Löwdin charge in e.
Cartesian coordinates (Å):
C (-0.48408, -2.42803, -0.20617)  -0.06
C (-0.74651, -1.19275, 0.64995)  -0.17
C (-0.43936, 0.82264, -0.63945)  0.17
N (0.01787, -0.03195, 0.16925)  0.07
H (-0.03372, -2.32184, -1.18491)  0.08
H (0.21923, -3.10998, 0.29111)  0.08
H (-1.33683, -3.08714, -0.21955)  0.08
H (-1.81485, -1.00991, 0.57282)  0.13
H (-0.51598, -1.37091, 1.69791)  0.09
H (0.20156, 1.54519, -1.12911)  0.12
H (-1.46646, 1.06596, -0.87671)  0.12
H (1.01367, -0.07499, 0.35469)  0.19
H (-2.30213, 4.21053, -1.32799)  0.05
H (-1.95006, 3.78033, 0.09776)  0.05
O (-1.62921, 3.75074, -0.81563)  -0.06
H (-0.21967, -2.73612, 3.93757)  0.06
H (-0.67152, -1.47761, 4.55858)  0.06
O (-0.28041, -1.79520, 3.72805)  -0.06
H (3.63721, 2.23003, -2.73264)  0.02
H (4.71753, 1.75090, -3.79582)  0.04
O (4.08375, 1.48010, -3.12971)  -0.06

***

Formula: C3H14NO3S
Source: OMol25
Level of theory: wB97M-V/def2-TZVPD

For the energy above the lowest of the compared OMol25 structures with the same formula, charge and spin, the calculation gives 23.4 kcal per mole. The calculation puts the total energy at -21807.3211 eV. The calculation puts the LUMO energy at 0.1353 Ha. The charge is -1. For the gap between HOMO and LUMO, the calculation gives 6.9 eV.

Last column: Löwdin charge in e.
Cartesian coordinates (Å):
C (-1.78807, 1.07052, 0.70740)  -0.17
N (-0.60019, 0.65681, 0.02819)  -0.12
C (0.22681, 1.75031, -0.45556)  -0.36
C (1.46304, 1.32572, -1.21891)  -0.72
S (2.84454, 0.65758, -0.19126)  0.21
H (-2.23104, 0.17857, 1.12965)  0.05
H (-2.53388, 1.56515, 0.07355)  0.08
H (-1.68163, 1.72469, 1.58909)  0.07
H (-0.05027, 0.10224, 0.66985)  0.06
H (-0.39718, 2.30657, -1.16441)  0.10
H (0.48911, 2.40700, 0.35816)  0.09
H (1.77246, 2.16902, -1.84214)  0.03
H (1.21818, 0.55415, -1.93970)  0.02
H (2.00987, -1.60830, 2.43471)  0.02
H (1.63317, -0.71577, 1.25190)  -0.11
O (1.27616, -1.43281, 1.82994)  -0.15
H (-1.46188, -2.61484, 0.55260)  0.02
H (-2.20311, -1.47892, -0.00842)  0.00
O (-2.36386, -2.27262, 0.51442)  -0.08
H (1.02966, -1.64506, -0.87076)  -0.02
H (0.90986, -2.43136, -2.13634)  0.03
O (0.43829, -2.26865, -1.31196)  -0.08

***

Formula: C3H14NO3S
Source: OMol25
Level of theory: wB97M-V/def2-TZVPD

For the energy above the lowest of the compared OMol25 structures with the same formula, charge and spin, the calculation gives 19.5 kcal per mole. The calculation puts the total energy at -21799.2267 eV. The calculation puts the LUMO energy at -0.1113 Ha. The charge is +1. For the gap between HOMO and LUMO, the calculation gives 9.4 eV.

Last column: Löwdin charge in e.
Cartesian coordinates (Å):
C (0.79283, -0.77636, 1.47184)  -0.23
O (0.43851, -2.09514, 1.80677)  -0.03
C (-0.00640, -0.19763, 0.32134)  -0.34
C (0.54892, 1.17667, 0.00801)  -0.52
S (-0.28926, 2.65280, 0.67557)  0.76
N (-0.00806, -1.10079, -0.89233)  0.19
H (0.50628, -0.10257, 2.31149)  0.15
H (1.85786, -0.69999, 1.26242)  0.13
H (1.22089, -2.65499, 1.71814)  0.11
H (-1.01067, -0.19224, 0.75672)  0.14
H (1.58990, 1.35043, 0.28415)  0.08
H (0.62640, 1.29612, -1.07812)  0.05
H (0.68204, 3.52092, 0.54981)  -0.15
H (-1.00753, -1.28047, -1.16101)  0.15
H (0.46077, -0.59855, -1.68784)  0.10
H (0.48751, -1.98227, -0.80870)  0.16
H (0.75794, -0.32039, -4.01410)  0.08
H (0.70450, 1.12160, -3.28473)  0.07
O (0.90693, 0.18246, -3.20219)  -0.04
H (-3.10274, -1.85559, 0.22275)  0.10
H (-2.06762, -2.79135, 0.56736)  0.08
O (-2.16196, -2.00861, 0.01812)  -0.04

***

Formula: C3H14NO4
Source: OMol25
Level of theory: wB97M-V/def2-TZVPD

For the energy above the lowest of the compared OMol25 structures with the same formula, charge and spin, the calculation gives 66.9 kcal per mole. The calculation puts the total energy at -13017.0155 eV. The calculation puts the LUMO energy at 0.1400 Ha. The charge is -1. For the gap between HOMO and LUMO, the calculation gives 8.2 eV.

Last column: Löwdin charge in e.
Cartesian coordinates (Å):
C (-1.16249, -0.01629, -0.18790)  -0.39
O (-0.08540, 0.31684, 0.57832)  -0.39
C (-0.66421, -0.60546, -1.51775)  -0.39
C (-1.14825, 0.39468, -2.64870)  -0.10
N (0.81187, -0.95951, -1.30995)  0.02
H (-1.95694, 1.00016, -0.29388)  0.14
H (-1.80808, -0.81674, 0.25621)  0.08
H (-1.23243, -1.57062, -1.64451)  0.12
H (-0.85769, 1.55060, -2.55169)  0.11
H (-0.99926, -0.08486, -3.53995)  0.00
H (-2.28470, 0.49883, -2.47227)  0.07
H (1.49798, -0.22347, -1.46548)  0.05
H (0.92434, -1.19752, -0.33597)  0.01
H (-0.65261, -2.41426, 1.36650)  0.12
H (0.21110, -0.88057, 1.42288)  0.00
O (0.33484, -1.94677, 1.39242)  -0.24
H (0.38236, -0.53630, 2.98022)  0.00
H (-0.18958, 0.69908, 2.20879)  -0.02
O (-0.16746, 0.24424, 3.05618)  -0.11
H (1.39343, 1.64332, 0.32375)  -0.01
H (1.44390, 3.14832, -0.19134)  0.05
O (1.95487, 2.29357, -0.12286)  -0.11